w:
Below is a cluster of 20 separate species, H40O20 in total, with properties calculated with ωB97M-V/def2-TZVPD.

The geometry in XYZ format:
```
60
Properties=species:S:1:pos:R:3
O 8.52 7.64 14.40
H 9.40 7.29 14.51
H 8.68 8.57 14.33
O 7.79 5.79 10.31
H 7.70 5.41 11.18
H 7.73 5.03 9.68
O 11.79 5.98 12.26
H 11.54 5.37 11.54
H 11.93 6.82 11.82
O 9.54 13.18 9.54
H 9.92 12.78 10.32
H 9.90 12.68 8.81
O 6.53 8.27 9.51
H 6.09 8.59 10.31
H 7.20 7.62 9.81
O 11.45 8.64 15.98
H 11.17 9.45 15.51
H 12.11 8.93 16.61
O 10.30 9.57 8.71
H 11.12 9.60 8.19
H 9.58 9.46 8.10
O 6.93 12.34 10.85
H 7.66 12.36 10.21
H 6.25 12.95 10.54
O 7.87 9.49 7.49
H 7.28 9.06 8.16
H 7.39 10.10 6.92
O 6.33 4.16 14.56
H 7.08 4.24 15.18
H 6.29 3.29 14.19
O 10.67 5.82 14.74
H 11.31 6.41 15.18
H 10.96 5.88 13.80
O 10.61 10.79 14.22
H 9.61 10.80 14.16
H 10.86 10.83 13.27
O 11.11 4.30 9.17
H 10.59 3.65 9.65
H 10.37 4.80 8.70
O 10.15 11.08 11.16
H 10.19 10.65 10.26
H 9.30 10.78 11.54
O 7.76 10.41 12.43
H 7.03 9.73 12.46
H 7.48 11.24 12.04
O 7.06 6.02 12.78
H 6.68 5.38 13.44
H 7.53 6.69 13.35
O 11.97 7.66 9.93
H 11.47 8.43 9.60
H 11.64 6.89 9.40
O 8.47 5.18 16.22
H 8.19 5.97 16.59
H 9.07 5.40 15.47
O 5.71 8.38 12.39
H 6.00 7.46 12.42
H 5.34 8.47 13.27
O 12.96 9.86 7.42
H 12.94 10.78 7.67
H 13.83 9.50 7.46
```

As for the HOMO-LUMO gap: 11.03 eV. As for the spin multiplicity: 1.

Results of the natural (NBO) charge analysis, in e, for atoms 1 through 2:
1 O -0.972
2 H 0.503

=====

x:
Below is a cluster of 20 separate species, H40O20 in total, with properties calculated with ωB97M-V/def2-TZVPD.

The geometry in XYZ format:
```
60
Properties=species:S:1:pos:R:3
O 2.87 1.62 -3.38
H 3.72 1.31 -3.70
H 2.30 1.57 -4.15
O -5.44 -1.50 -1.49
H -5.22 -1.84 -0.63
H -5.84 -2.25 -1.94
O 4.77 -2.01 -0.96
H 5.18 -1.94 -0.10
H 4.12 -1.31 -0.97
O -2.63 0.76 -0.59
H -3.27 0.63 0.10
H -2.65 -0.05 -1.09
O -4.42 -2.96 0.67
H -3.63 -3.45 0.44
H -4.87 -3.51 1.30
O 2.21 1.86 3.60
H 3.11 1.83 3.29
H 1.68 1.88 2.80
O 0.11 0.04 0.23
H -0.77 0.18 -0.12
H 0.26 -0.90 0.17
O -1.92 -1.57 -1.81
H -1.64 -1.94 -2.64
H -1.73 -2.25 -1.16
O 2.80 -0.06 -1.28
H 2.66 0.59 -1.96
H 1.92 -0.28 -0.98
O 0.43 2.42 1.52
H -0.33 2.95 1.28
H 0.27 1.57 1.10
O 3.67 -5.09 0.49
H 3.38 -5.86 0.01
H 3.58 -4.36 -0.13
O -1.42 3.51 0.04
H -1.92 2.73 -0.19
H -1.78 4.20 -0.52
O -1.08 2.33 3.91
H -0.73 2.36 3.02
H -0.32 2.44 4.47
O 4.34 1.23 1.01
H 4.87 0.62 0.50
H 3.50 1.27 0.55
O 2.51 4.39 1.07
H 1.80 3.78 1.27
H 2.82 4.68 1.93
O 1.05 3.60 -1.89
H 0.40 3.29 -1.26
H 1.52 2.81 -2.15
O -0.32 -2.75 0.16
H -0.48 -3.37 -0.55
H -0.02 -3.29 0.89
O -4.10 -1.28 -4.17
H -4.23 -1.30 -3.22
H -3.17 -1.50 -4.29
O -5.07 1.64 1.03
H -5.35 2.12 0.25
H -4.94 2.33 1.69
O 2.25 -4.16 3.11
H 2.82 -3.41 3.26
H 2.33 -4.35 2.18
```

As for the HOMO-LUMO gap: 9.11 eV. As for the spin multiplicity: 1.

Results of the natural (NBO) charge analysis, in e, for atoms 1 through 2:
1 O -0.952
2 H 0.493

=====

Most stable: w

=====

w:
Below is the molecule C20H24N2O3, with properties calculated with ωB97M-V/def2-TZVPD.

The geometry in XYZ format:
```
49
Properties=species:S:1:pos:R:3
C 0.07 -7.08 -2.28
C -1.39 -7.27 -1.88
C -1.67 -6.73 -0.48
C -1.63 -5.21 -0.45
O -1.74 -4.52 -1.43
N -1.50 -4.73 0.82
C -1.46 -3.40 1.27
C -1.51 -2.31 0.40
C -1.46 -1.02 0.90
C -1.36 -0.80 2.26
O -1.37 0.45 2.83
C -0.79 1.51 2.17
C -1.35 2.77 2.37
C -0.77 3.88 1.80
C 0.37 3.76 1.00
N 0.90 4.93 0.44
C 2.02 5.08 -0.33
O 2.76 4.18 -0.65
C 2.26 6.54 -0.71
C 3.22 6.66 -1.89
C 2.57 6.20 -3.19
C 0.93 2.50 0.81
C 0.36 1.39 1.39
C -1.32 -1.88 3.13
C -1.37 -3.17 2.64
H 0.32 -6.02 -2.28
H 0.24 -7.47 -3.28
H 0.73 -7.60 -1.59
H -1.65 -8.33 -1.92
H -2.03 -6.74 -2.59
H -2.66 -7.04 -0.15
H -0.94 -7.13 0.22
H -1.44 -5.41 1.57
H -1.59 -2.48 -0.66
H -1.51 -0.18 0.22
H -2.23 2.86 2.99
H -1.21 4.85 1.96
H 0.37 5.76 0.65
H 2.68 7.04 0.16
H 1.30 7.02 -0.95
H 3.54 7.70 -1.99
H 4.09 6.05 -1.69
H 2.27 5.16 -3.12
H 3.27 6.30 -4.02
H 1.68 6.80 -3.42
H 1.82 2.40 0.21
H 0.81 0.42 1.25
H -1.25 -1.70 4.19
H -1.34 -4.00 3.32
```

As for the HOMO-LUMO gap: 8.50 eV. As for the spin multiplicity: 1.

Results of the natural (NBO) charge analysis, in e, for atoms 1 through 2:
1 C -0.608
2 C -0.392

=====

x:
Below is the molecule C20H24N2O3, with properties calculated with ωB97M-V/def2-TZVPD.

The geometry in XYZ format:
```
49
Properties=species:S:1:pos:R:3
C -6.57 -2.33 0.52
O -5.87 -2.07 -0.67
C -4.75 -1.28 -0.60
C -4.10 -1.07 -1.84
C -2.98 -0.31 -1.91
C -2.43 0.30 -0.75
C -1.28 1.09 -0.80
C -0.76 1.67 0.34
C 0.45 2.56 0.27
C 0.03 3.97 -0.17
C 1.47 2.00 -0.71
O 1.69 2.52 -1.79
N 2.12 0.87 -0.33
C 1.97 0.23 0.96
C 2.53 -1.18 0.93
C 4.03 -1.21 0.58
C 4.37 -2.51 -0.14
N 5.67 -2.87 -0.03
O 3.57 -3.16 -0.78
C 4.37 -0.03 -0.35
C 3.15 0.33 -1.19
C -1.42 1.45 1.57
C -2.54 0.68 1.64
C -3.08 0.08 0.49
C -4.25 -0.72 0.54
H -5.95 -2.86 1.24
H -7.41 -2.96 0.23
H -6.95 -1.40 0.97
H -4.53 -1.53 -2.71
H -2.48 -0.15 -2.86
H -0.79 1.26 -1.75
H 0.91 2.63 1.27
H -0.38 3.93 -1.17
H 0.89 4.63 -0.18
H -0.72 4.36 0.51
H 2.48 0.81 1.74
H 0.91 0.17 1.22
H 2.00 -1.77 0.18
H 2.37 -1.66 1.90
H 4.63 -1.14 1.49
H 6.34 -2.33 0.48
H 5.99 -3.69 -0.52
H 5.20 -0.29 -1.00
H 4.67 0.84 0.24
H 3.39 1.11 -1.92
H 2.79 -0.55 -1.72
H -1.01 1.91 2.46
H -3.04 0.53 2.59
H -4.72 -0.86 1.50
```

As for the HOMO-LUMO gap: 8.57 eV. As for the spin multiplicity: 1.

Results of the natural (NBO) charge analysis, in e, for atoms 1 through 2:
1 C -0.252
2 O -0.491

=====

y:
Below is the molecule C20H24N2O3, with properties calculated with ωB97M-V/def2-TZVPD.

The geometry in XYZ format:
```
49
Properties=species:S:1:pos:R:3
C 2.76 -8.62 1.31
C 2.19 -7.23 1.22
C 1.96 -6.63 0.00
C 1.45 -5.34 -0.09
C 1.15 -4.63 1.06
O 0.65 -3.37 1.10
C 0.40 -2.70 -0.12
C -0.15 -1.32 0.22
C -0.44 -0.55 -1.06
O -0.29 -1.03 -2.16
N -0.89 0.72 -0.89
C -1.01 1.39 0.39
C -1.83 2.67 0.24
N -1.21 3.57 -0.70
C -1.18 4.93 -0.51
C -2.12 5.57 0.31
C -2.09 6.94 0.50
C -1.14 7.72 -0.14
O -1.16 9.07 0.07
C -0.22 7.11 -0.98
C -0.24 5.74 -1.16
C -0.50 2.94 -1.80
C -1.09 1.56 -2.05
C 1.38 -5.24 2.30
C 1.89 -6.51 2.37
H 3.81 -8.57 1.60
H 2.23 -9.20 2.06
H 2.69 -9.13 0.36
H 2.19 -7.16 -0.91
H 1.29 -4.91 -1.07
H -0.33 -3.25 -0.73
H 1.33 -2.60 -0.70
H -1.07 -1.44 0.80
H 0.57 -0.78 0.83
H -0.02 1.64 0.79
H -1.52 0.73 1.11
H -2.86 2.42 -0.06
H -1.88 3.16 1.22
H -2.89 5.00 0.81
H -2.81 7.42 1.14
H -0.45 9.48 -0.44
H 0.52 7.70 -1.49
H 0.51 5.29 -1.80
H -0.62 3.55 -2.70
H 0.57 2.84 -1.58
H -0.59 1.07 -2.90
H -2.16 1.64 -2.29
H 1.15 -4.68 3.19
H 2.06 -6.97 3.34
```

As for the HOMO-LUMO gap: 7.97 eV. As for the spin multiplicity: 1.

Results of the natural (NBO) charge analysis, in e, for atoms 1 through 2:
1 C -0.622
2 C -0.054

=====

Most stable: x

=====

w:
Below is a cluster of 2 separate species, C5H14NO in total, with properties calculated with ωB97M-V/def2-TZVPD.

The geometry in XYZ format:
```
21
Properties=species:S:1:pos:R:3
C -0.40 -0.76 0.34
O -1.39 0.24 -0.04
C 0.80 -0.14 0.95
C 1.34 1.08 0.39
C 2.87 0.77 -0.23
C 3.05 -0.66 -0.72
N -5.10 -0.42 -0.44
H -0.27 -1.25 -0.63
H -0.86 -1.48 1.00
H -1.61 0.78 0.75
H 0.99 -0.33 2.01
H 0.64 1.33 -0.40
H 1.48 1.88 1.11
H 2.91 1.57 -0.96
H 3.51 0.91 0.65
H 3.72 -0.62 -1.58
H 3.34 -1.30 0.10
H 2.10 -1.05 -1.09
H -5.97 0.11 -0.32
H -5.13 -1.13 -1.19
H -4.29 0.17 -0.68
```

The charge is +2. As for the HOMO-LUMO gap (alpha / beta): 8.80 / 5.48 eV. As for the spin multiplicity: 2.

Results of the natural (NBO) charge analysis, in e, for atoms 1 through 2:
1 C -0.222
2 O -0.689

=====

x:
Below is a cluster of 2 separate species, C5H14NO in total, with properties calculated with ωB97M-V/def2-TZVPD.

The geometry in XYZ format:
```
21
Properties=species:S:1:pos:R:3
C 0.57 0.49 -1.25
C 0.14 -1.00 -0.98
C -1.37 -1.13 -0.80
C -1.22 -1.17 1.76
C -1.96 -1.24 0.60
N 0.27 1.46 -0.11
H 1.65 0.41 -1.39
H 0.06 0.80 -2.16
H 0.57 -1.47 -0.09
H 0.53 -1.40 -1.91
H -1.83 -0.31 -1.37
H -1.81 -2.08 -1.18
H -0.31 -1.77 1.87
H -1.52 -0.60 2.64
H -3.00 -1.56 0.53
H -0.36 2.15 -0.53
H 1.19 1.93 0.28
H -0.24 1.05 0.65
H 3.03 2.44 1.57
H 3.03 1.07 1.02
O 2.60 1.92 0.87
```

The charge is +2. As for the HOMO-LUMO gap (alpha / beta): 9.66 / 8.23 eV. As for the spin multiplicity: 2.

Results of the natural (NBO) charge analysis, in e, for atoms 1 through 2:
1 C -0.230
2 C -0.423

=====

Most stable: x

=====

w:
Below is a cluster of 2 separate species, CH4INS in total, with properties calculated with ωB97M-V/def2-TZVPD.

The geometry in XYZ format:
```
8
Properties=species:S:1:pos:R:3
N 2.07 1.69 0.13
S 1.78 2.71 1.21
H 2.77 0.93 0.08
C -1.43 -0.91 -0.36
I -0.63 -2.53 0.78
H -2.25 -0.42 0.13
H -0.48 -0.27 -0.48
H -1.82 -1.20 -1.48
```

As for the HOMO-LUMO gap (alpha / beta): 7.45 / 7.44 eV. As for the spin multiplicity: 1.

Results of the natural (NBO) charge analysis, in e, for atoms 1 through 2:
1 N -0.830
2 S 0.452

=====

x:
Below is a cluster of 2 separate species, CH4INS in total, with properties calculated with ωB97M-V/def2-TZVPD.

The geometry in XYZ format:
```
8
Properties=species:S:1:pos:R:3
C 0.28 0.25 0.22
N 1.49 0.12 -0.30
S -1.79 -1.16 0.53
I -3.41 0.34 -0.26
H -0.53 0.43 -0.39
H 2.32 -0.35 0.17
H 0.21 0.40 1.26
H 1.42 -0.02 -1.25
```

As for the HOMO-LUMO gap: 7.49 eV. As for the spin multiplicity: 1.

Results of the natural (NBO) charge analysis, in e, for atoms 1 through 2:
1 C 0.014
2 N -0.721

=====

y:
Below is a structure of composition CH4INS, with properties calculated with ωB97M-V/def2-TZVPD.

The geometry in XYZ format:
```
8
Properties=species:S:1:pos:R:3
C -0.89 0.38 0.71
N 0.81 -0.16 -0.05
S 0.33 -1.30 -1.22
I 1.63 1.67 -0.55
H -1.60 0.51 -0.09
H -1.11 -0.41 1.28
H -0.58 1.32 1.29
H 1.42 -2.00 -1.36
```

As for the HOMO-LUMO gap: 8.16 eV. As for the spin multiplicity: 1.

Results of the natural (NBO) charge analysis, in e, for atoms 1 through 2:
1 C -0.316
2 N -0.820

=====

Most stable: x